1.
Molecular formula: C21H30IrN2Si
Method: DFT, ωB97M-V with the def2-TZVPD basis set

```
! RIJCOSX wB97M-V def2-TZVPD def2/J DEFGRID3
* xyz 1 5
C 2.30110 -3.01666 1.65734
C 2.33225 -2.10501 0.52053
C 2.37554 -0.77055 1.03456
H 2.28094 -2.37205 -0.54271
C 2.25115 -0.79376 2.44168
C 2.21673 -2.18341 2.86088
H 2.00005 -2.51327 3.88440
H 2.06558 -4.09157 1.60791
H 2.46063 0.15157 0.45090
H 2.15329 0.10380 3.07598
Ir 0.55395 -1.92473 1.66775
C -1.88867 0.40014 0.65653
H -0.93788 0.57682 1.16063
H -2.61254 -0.10452 1.33172
H -1.59042 -0.19429 -0.21917
Si 0.56390 0.91003 -1.13847
C -0.30332 1.17831 -2.86156
C 0.51573 0.71690 -3.91066
H 1.46446 0.25418 -3.71401
C 0.09115 0.75522 -5.25317
H 0.75187 0.39855 -6.06950
C -1.18158 1.26420 -5.58605
H -1.50915 1.28756 -6.63976
C -2.00939 1.69261 -4.53670
H -3.00871 2.05981 -4.82004
C -1.57152 1.66782 -3.20827
H -2.26323 1.97459 -2.44251
C 1.15096 2.73652 -0.81286
C 1.18603 3.76046 -1.80428
H 0.79762 3.61202 -2.80888
C 1.73110 5.04568 -1.54597
H 1.83715 5.81529 -2.34383
C 2.19748 5.35792 -0.25600
H 2.66151 6.32814 -0.04224
C 2.03031 4.41643 0.77118
H 2.36090 4.67431 1.78816
C 1.49523 3.15682 0.49531
H 1.33095 2.45781 1.30389
H 1.60916 -0.18259 -1.37171
H -2.46557 1.32524 0.56542
N -0.93649 -2.94793 0.73946
C -2.40183 -3.05823 1.26707
C -2.39327 -3.62957 2.68502
C -1.35181 -3.04790 3.63912
N -0.93650 -1.65429 3.11621
H -0.60638 -3.93668 0.79294
H -1.03051 -2.73629 -0.26568
H -2.91555 -2.07498 1.17244
H -2.91246 -3.77800 0.58388
H -3.37617 -3.43694 3.14127
H -2.24600 -4.71828 2.65825
H -1.71267 -2.90672 4.67005
H -0.40813 -3.63557 3.61748
H -0.43669 -1.21214 3.90434
H -1.76028 -1.05283 2.93174
*
```

The max |F| comes out at 4.7 eV Å⁻¹. As for the LUMO energy (alpha / beta): -2.641 / -4.890 eV. The molecular weight is 530.8 g mol⁻¹. The calculation puts the HOMO energy (alpha / beta) at -6.9858 / -11.2865 eV. The expectation value of S² is 6.060. The energy relative to the best compared isomer or geometry (same formula, charge and spin) comes out at 4.48 kcal per mole.


2.
Molecular formula: C19H28ClNO6
Method: DFT, ωB97M-V with the def2-TZVPD basis set

```
! RIJCOSX wB97M-V def2-TZVPD def2/J DEFGRID3
* xyz 0 1
C -0.77916 -1.99293 4.36252
O -0.34078 -1.00655 3.45938
C 0.73126 -1.39414 2.63659
C 0.39283 -2.36128 1.46470
C -0.65051 -1.88462 0.43992
C -1.96196 -1.44065 1.04751
O -0.21489 -1.15939 -0.68471
C -0.65754 -2.47187 -0.91525
C -1.90540 -2.72673 -1.75508
C -2.79125 -1.53217 -1.98964
C -2.50221 -0.48652 -2.75723
C -1.22645 -0.32729 -3.52639
C -3.47105 0.64109 -2.93970
C 1.75558 -2.71476 0.87468
C 2.54784 -1.53259 0.35138
C 2.75712 -0.50237 1.46279
C 1.42130 -0.12929 2.10815
O 0.53525 0.44743 1.15409
C 0.77309 1.65501 0.66273
O 1.58213 2.44759 1.06433
N -0.08603 1.83953 -0.40794
C -0.27573 2.94846 -1.20476
O -1.01551 2.89685 -2.15125
C 0.49745 4.17764 -0.78071
Cl 0.09522 5.54515 -1.83521
C 2.01912 -4.06922 0.37668
O 2.48510 -3.65212 1.62955
H 0.05526 -2.37781 4.96010
H -1.26562 -2.83036 3.85183
H -1.50040 -1.50554 5.01535
H 1.47190 -1.93236 3.25299
H -0.02236 -3.27290 1.91326
H -1.78260 -0.72263 1.84096
H -2.57422 -0.97326 0.28289
H -2.49170 -2.29988 1.45520
H 0.15320 -3.15975 -1.15233
H -1.56915 -3.11843 -2.71908
H -2.47973 -3.51481 -1.26242
H -3.75814 -1.56913 -1.50440
H -1.40037 -0.56919 -4.57581
H -0.43610 -0.96678 -3.14848
H -0.89767 0.70868 -3.47691
H -3.74008 0.73096 -3.99160
H -3.00598 1.58015 -2.64279
H -4.37810 0.49057 -2.35928
H 1.99740 -1.07961 -0.47405
H 3.51655 -1.87810 -0.01230
H 3.40692 -0.91814 2.23397
H 3.22727 0.39550 1.06004
H 1.57408 0.58048 2.93046
H -0.58085 0.99114 -0.68680
H 1.57005 3.99223 -0.84750
H 0.25409 4.44862 0.24683
H 1.23389 -4.81740 0.39952
H 2.78134 -4.22298 -0.37903
*
```

The max |F| comes out at 1.4 eV Å⁻¹. As for the LUMO energy: 0.565 eV. The molecular weight is 401.9 g mol⁻¹. The calculation puts the HOMO energy at -8.8742 eV. Its SMILES is CO[C@H]1[C@@H]([C@@]2(C)O[C@@H]2CC=C(C)C)[C@]2(CC[C@H]1OC(=O)NC(=O)CCl)CO2. The energy relative to the best compared isomer or geometry (same formula, charge and spin) comes out at 1.30 kcal per mole.


3.
Molecular formula: C21H68N18O13
Method: DFT, ωB97M-V with the def2-TZVPD basis set

```
! RIJCOSX wB97M-V def2-TZVPD def2/J DEFGRID3
* xyz 0 1
C 3.03672 -0.73851 -5.32762
C 2.55369 0.64781 -4.80243
C 3.49786 1.22146 -3.70361
O 2.63954 1.39076 -5.93090
H 2.35564 -1.00444 -6.13602
H 2.95650 -1.50768 -4.55947
H 4.03526 -0.64542 -5.75465
H 1.51120 0.78317 -4.51436
H 4.53434 0.93093 -3.87506
H 3.08505 0.89567 -2.74886
H 3.54793 2.30844 -3.76752
H 1.94467 1.14592 -6.54637
C -0.21335 1.62318 4.01811
C -0.59643 1.97045 5.48151
C -2.09302 2.12084 5.69289
O -0.01392 1.07438 6.37123
H 0.85935 1.44328 3.94704
H -0.57905 2.40613 3.35377
H -0.83631 0.77806 3.72519
H -0.01779 2.89153 5.55143
H -2.61554 1.17038 5.58475
H -2.52582 2.83442 4.99175
H -2.09936 2.50042 6.71464
H -0.37589 1.04055 7.25973
C 0.51245 -0.51404 1.10520
C -0.32878 0.46383 0.12987
C 0.48558 0.85515 -1.10340
O -1.29146 -0.48804 -0.43456
H -0.09161 -0.73337 1.98560
H 1.29615 0.17302 1.42434
H 0.83650 -1.48273 0.72474
H -0.67768 1.33385 0.68613
H 0.10868 1.56786 -1.83695
H 0.96079 0.07007 -1.69157
H 1.36474 1.42256 -0.79808
H -1.69186 -0.08110 -1.20636
C 3.53329 -0.14215 5.50881
C 3.12745 -0.79697 4.18501
C 4.33394 -1.39484 3.30060
O 2.36153 -1.88888 4.49985
H 2.68278 0.11880 6.13859
H 3.97181 0.85332 5.57833
H 4.11267 -0.89574 6.04222
H 2.51617 -0.14788 3.55801
H 4.77120 -0.48331 2.89315
H 4.15262 -2.14113 2.52711
H 4.99391 -1.97729 3.94348
H 2.14888 -2.40461 3.71857
C 5.80538 0.35525 0.55736
O 6.36085 1.08489 1.31235
N 6.36010 -0.80875 0.25672
N 4.57537 0.42197 0.12616
H 7.27696 -0.98291 0.64291
H 5.68709 -1.52139 0.01322
H 4.15195 -0.08675 -0.63674
H 3.98969 1.20873 0.36717
C -5.25796 -0.09244 -1.72511
O -4.81610 0.47597 -0.78922
N -4.67786 -0.79022 -2.57279
N -6.58645 -0.16506 -1.95015
H -5.29563 -1.12823 -3.29680
H -3.69783 -0.55598 -2.64186
H -7.04919 -0.52395 -2.77305
H -7.18002 0.32940 -1.29954
C 3.44471 -3.00552 -1.48510
O 4.42502 -2.35826 -1.38244
N 3.14700 -3.84033 -2.43700
N 2.40650 -2.84566 -0.68870
H 3.84730 -3.93474 -3.15864
H 2.28678 -4.36432 -2.36247
H 1.56322 -3.32771 -0.96546
H 2.50222 -2.44570 0.23378
C 0.66163 -4.29887 2.14071
O 1.48495 -3.52217 2.58581
N 0.71522 -4.83549 0.97699
N -0.53132 -4.62586 2.66067
H 1.56030 -4.71819 0.43645
H 0.08600 -5.56932 0.68430
H -1.13791 -5.20801 2.10099
H -0.93035 -4.01032 3.35492
C -2.54602 -4.63676 -0.62463
O -2.40893 -5.82131 -0.99986
N -1.83871 -3.54838 -0.87120
N -3.60271 -4.17618 -0.03740
H -1.01212 -3.81006 -1.38925
H -1.87427 -2.68550 -0.34750
H -4.36433 -4.77132 0.25559
H -3.58378 -3.24724 0.35860
C -3.46060 3.93668 -4.10343
O -4.27253 3.47936 -4.86985
N -2.83333 5.09374 -4.12881
N -2.96151 3.04835 -3.23289
H -2.34259 5.27129 -3.26409
H -3.13559 5.76563 -4.81968
H -3.20096 2.06935 -3.29864
H -2.23633 3.25878 -2.56212
C -0.98576 4.36633 0.84133
O -1.89070 3.97200 0.17188
N 0.17167 4.84974 0.41979
N -1.02882 4.62401 2.12009
H 0.97890 5.01076 1.00507
H 0.40724 4.81703 -0.56181
H -0.23122 4.96696 2.63614
H -1.95806 4.41486 2.45607
C -1.65293 -0.92546 -4.05761
O -1.89499 -0.05897 -3.20818
N -1.17659 -0.65882 -5.24106
N -1.81934 -2.14925 -3.89248
H -0.93231 0.23636 -5.63991
H -1.08838 -1.41963 -5.89946
H -1.54247 -2.89331 -4.51684
H -2.37609 -2.38553 -3.08360
C -4.08748 2.25259 2.36637
O -4.50226 1.38839 3.07899
N -3.58520 2.05947 1.19160
N -4.07170 3.52519 2.62235
H -3.27372 2.83750 0.62791
H -3.46411 1.09323 0.92359
H -4.44551 3.81571 3.51452
H -3.83405 4.15660 1.87073
*
```

The max |F| comes out at 7.9 eV Å⁻¹. As for the LUMO energy: -0.428 eV. The molecular weight is 780.9 g mol⁻¹. The calculation puts the HOMO energy at -8.5195 eV. The energy relative to the best compared isomer or geometry (same formula, charge and spin) comes out at 174.65 kcal per mole.


4.
Molecular formula: C4H14N4O
Method: DFT, ωB97M-V with the def2-TZVPD basis set

```
! RIJCOSX wB97M-V def2-TZVPD def2/J DEFGRID3
* xyz 0 1
C 1.89451 -0.57394 0.12392
C -1.34549 -0.04146 -0.28641
C -1.37447 1.14073 -1.20524
C -2.36407 -0.08259 0.80883
N 1.35418 -1.35761 -0.78813
N 0.44531 1.63126 1.12480
N 0.69105 -2.47110 -0.26210
N 2.85383 0.36213 -0.31007
O 0.20898 0.30545 0.70821
H 2.10234 -0.95985 1.12708
H -1.24404 -0.98689 -0.80666
H 0.77387 1.59685 2.08827
H 1.17593 1.97740 0.50088
H 0.10690 -2.86153 -0.99113
H 0.18357 -2.29953 0.60614
H 3.79642 0.11156 -0.04289
H 2.80641 0.48397 -1.31497
H -0.58179 1.06656 -1.94961
H -1.26394 2.06912 -0.64561
H -2.33884 1.17637 -1.72401
H -2.40254 0.87201 1.33194
H -3.35942 -0.27664 0.39554
H -2.11868 -0.88225 1.51122
*
```

The max |F| comes out at 4.8 eV Å⁻¹. As for the LUMO energy: 1.007 eV. The molecular weight is 134.2 g mol⁻¹. The calculation puts the HOMO energy at -6.7294 eV. The energy relative to the best compared isomer or geometry (same formula, charge and spin) comes out at 118.50 kcal per mole.


5.
Molecular formula: C4H5NO
Method: DFT, ωB97M-V with the def2-TZVPD basis set

```
! RIJCOSX wB97M-V def2-TZVPD def2/J DEFGRID3
* xyz 0 1
C 0.24801 1.46026 1.11315
C -0.01499 0.84391 -0.02564
C -0.85997 0.77404 -1.20709
O -1.62957 0.84340 -2.06855
N 0.35049 -0.30734 -0.76303
C 0.30981 -1.57718 -0.17787
H 0.90542 1.09903 1.94885
H -0.25511 2.54980 1.29573
H 0.87203 -1.52471 0.69780
H -0.64816 -1.81832 -0.02345
H 0.72207 -2.34288 -0.78989
*
```

The max |F| comes out at 4.5 eV Å⁻¹. As for the LUMO energy: 0.226 eV. The molecular weight is 83.1 g mol⁻¹. The calculation puts the HOMO energy at -8.6387 eV. Its SMILES is C=C1C(=O)N1C. The energy relative to the best compared isomer or geometry (same formula, charge and spin) comes out at 88.88 kcal per mole.


6.
Molecular formula: C29H21CoF5N3O3
Method: DFT, ωB97M-V with the def2-TZVPD basis set

```
! RIJCOSX wB97M-V def2-TZVPD def2/J DEFGRID3
* xyz -1 2
Co -0.31797 0.31236 -0.34462
C -0.65146 1.25044 -2.66932
C -1.17145 2.62074 -2.34746
C -1.27090 3.57602 -3.34696
C -1.71105 4.85864 -3.05982
C -1.98568 5.18906 -1.74532
C -1.87968 4.26311 -0.70973
C -2.02530 4.75345 0.70224
C -1.54063 2.93379 -1.02838
N -1.39305 1.91805 -0.08410
C -2.18128 1.78579 1.00997
O -3.23164 2.34254 1.29828
C -1.55155 0.79175 1.97694
C -1.90472 0.54879 3.29022
C -1.14476 -0.36672 4.01237
C -0.07410 -1.02995 3.42493
C 0.20350 -0.75994 2.09721
N -0.52334 0.13768 1.44815
C 1.27830 -1.38346 1.22352
O 2.13422 -2.11110 1.72254
N 1.11232 -1.01294 -0.06194
C 1.98077 -1.54716 -1.04529
C 2.77420 -0.67142 -1.79779
C 2.87669 0.79846 -1.47825
C 3.52069 -1.17191 -2.86214
C 3.49513 -2.51626 -3.17797
C 2.73332 -3.38179 -2.40696
C 1.98070 -2.92366 -1.33500
C 1.18990 -3.89766 -0.51049
H -0.27495 1.19622 -3.69148
H -1.39507 0.46755 -2.53562
H 0.26943 1.00949 -2.08658
H -0.99440 3.30382 -4.35971
H -1.79707 5.60194 -3.84286
H -2.26003 6.20855 -1.49597
H -1.86578 5.83192 0.73514
H -1.28701 4.27835 1.35319
H -3.00257 4.51532 1.12099
H -2.75459 1.06537 3.71359
H -1.39380 -0.56953 5.04668
H 0.52802 -1.74991 3.96058
H 2.31368 1.06426 -0.58450
H 2.51576 1.41261 -2.30758
H 3.91792 1.07643 -1.30077
H 4.12939 -0.48804 -3.44506
H 4.06681 -2.89253 -4.01779
H 2.70941 -4.43903 -2.64606
H 1.06540 -4.83987 -1.04570
H 0.20031 -3.50511 -0.26621
H 1.69713 -4.08940 0.43602
F -1.75171 -6.13768 -2.49493
C -1.78238 -4.85206 -2.09355
C -1.18346 -3.86098 -2.84328
F -0.53985 -4.18652 -3.97630
C -1.21868 -2.54382 -2.42708
F -0.58175 -1.62633 -3.18317
C -1.85480 -2.12191 -1.24202
O -1.90852 -0.90283 -0.82799
C -2.44795 -3.17832 -0.50771
F -3.06017 -2.88510 0.65317
C -2.41723 -4.49411 -0.91436
F -3.00530 -5.44587 -0.16983
*
```

The max |F| comes out at 1.1 eV Å⁻¹. As for the LUMO energy (alpha / beta): 2.642 / 2.509 eV. The molecular weight is 613.4 g mol⁻¹. The calculation puts the HOMO energy (alpha / beta) at -4.9425 / -5.1342 eV. The expectation value of S² is 0.757. The energy relative to the best compared isomer or geometry (same formula, charge and spin) comes out at 0.00 kcal per mole.


Number 1: E_tot -1321.01355 Eh. Number 2: E_tot -1707.13936 Eh. Number 3: E_tot -2804.78255 Eh. Number 4: E_tot -454.87601 Eh. Number 5: E_tot -285.27294 Eh. Number 6: E_tot -3389.93021 Eh.